No. 1
C3H11N3 in the gas phase in a non-equilibrium geometry, computed with wB97M-V/def2-TZVPD.

Each line ends with the natural charge from an NBO analysis.
Atoms and positions in Å:
C1 -0.55 -0.32 1.08  -0.205
N1 -0.14 -0.28 -0.41  -0.736
C2 0.90 -1.27 -0.74  -0.023
N2 1.29 -1.22 -2.31  -0.909
C3 -0.41 1.12 1.66  -0.228
N3 -1.22 1.89 0.81  -0.876
H1 -1.61 -0.68 1.36  0.178
H2 0.00 -1.11 1.51  0.189
H3 -0.65 0.36 -1.09  0.406
H4 1.74 -0.76 -0.14  0.168
H5 0.70 -2.33 -0.52  0.176
H6 1.31 -1.95 -2.97  0.384
H7 2.12 -0.57 -2.23  0.368
H8 0.66 1.30 1.85  0.165
H9 -0.88 1.02 2.65  0.190
H10 -1.81 2.75 1.07  0.389
H11 -0.82 2.03 -0.13  0.363

Its HOMO-LUMO gap is 9.090 eV. For the HOMO energy, the calculation gives -7.9 eV.

***

No. 2
2 unconnected molecules or ions with the total composition C3H11N3 in a non-equilibrium geometry, computed with wB97M-V/def2-TZVPD.

Each line ends with the Löwdin spin population.
Atoms and positions in Å:
C1 -1.14 1.06 -2.08  0.004
N1 -1.38 0.24 -0.81  0.014
C2 -2.31 -0.81 -1.02  0.001
H1 -1.04 0.26 -2.84  0.000
H2 -2.05 1.56 -2.37  0.001
H3 -0.27 1.73 -2.13  0.000
H4 -1.87 0.79 -0.15  0.000
H5 -3.37 -0.55 -1.21  0.001
H6 -2.37 -1.50 -0.21  0.000
H7 -1.93 -1.36 -1.96  0.000
N2 1.15 -0.15 0.50  0.577
C3 1.90 0.25 1.63  -0.003
N3 2.45 -0.67 2.38  0.383
H8 0.23 0.06 0.01  0.011
H9 1.44 -1.12 0.13  0.004
H10 2.05 1.32 1.92  -0.002
H11 2.96 -0.13 3.13  0.009

The net charge is +1. Its HOMO-LUMO gap (alpha / beta) is 10.040 / 5.583 eV. For the HOMO energy (alpha / beta), the calculation gives -14.0 / -13.9 eV. Its spin multiplicity is 2. The expectation value of S² is 0.789.

***

No. 3
A gas-phase ion, C3H11N3 (charge +1) in a non-equilibrium geometry, computed with wB97M-V/def2-TZVPD.

Each line ends with the Löwdin spin population.
Atoms and positions in Å:
C1 -0.61 -0.52 0.60  0.094
N1 0.55 -0.04 -0.18  0.667
C2 1.77 0.14 0.60  0.067
N2 2.83 0.65 -0.31  0.035
C3 -1.97 -0.82 -0.04  0.021
N3 -2.50 0.47 -0.46  0.004
H1 -0.86 0.37 1.21  0.051
H2 -0.23 -1.48 0.99  0.000
H3 0.36 0.87 -0.61  0.014
H4 2.13 -0.78 1.06  0.008
H5 1.63 0.91 1.36  0.033
H6 2.62 1.47 -0.86  0.001
H7 2.91 -0.14 -0.95  -0.001
H8 -2.04 -1.62 -0.81  0.006
H9 -2.68 -1.33 0.63  0.000
H10 -3.49 0.43 -0.69  0.000
H11 -2.16 0.81 -1.36  0.000

The net charge is +1. Its HOMO-LUMO gap (alpha / beta) is 10.832 / 5.579 eV. For the HOMO energy (alpha / beta), the calculation gives -14.0 / -14.0 eV. Its spin multiplicity is 2. The expectation value of S² is 0.754.

***

What energy above the lowest of the compared OMol25 structures with the same formula, charge and spin values result from the calculations? In sequence: 72.7 40.0 34.3 kcal per mole.
What DFT total energy values result from the calculations? In sequence: -7756.9306 -7749.6560 -7749.9029 eV.